13
Properties=species:S:1:pos:R:3:mulliken_charge:R:1 method="wB97M-V/def2-TZVPD" lumo_ev=0.76 smiles="C=CO.C=C" de_lowest_ev=3.929 fmax_ha_per_bohr=0.075 orbital_gap_ev=9.27
C -0.407 -1.534 0.493 -0.76
C -0.909 -0.536 1.284 0.01
O -1.513 0.544 0.630 -0.47
H -0.788 -1.481 -0.586 0.26
H 0.518 -2.049 0.551 0.32
H -0.574 -0.390 2.267 0.36
H -2.290 0.923 1.062 0.29
C 1.950 0.567 -1.605 -0.42
C 0.923 0.808 -0.774 -0.50
H 2.034 0.685 -2.710 0.25
H 2.911 0.265 -1.057 0.17
H -0.060 0.509 -1.042 0.18
H 1.010 1.355 0.086 0.29

13
Properties=species:S:1:pos:R:3:mulliken_charge:R:1 method="wB97M-V/def2-TZVPD" lumo_ev=0.85 smiles="C=CO.C=C" de_lowest_ev=2.303 fmax_ha_per_bohr=0.023 orbital_gap_ev=10.29
C -1.214 1.656 0.742 -0.67
C -0.546 0.745 1.421 -0.05
O 0.575 1.067 2.156 -0.50
H -2.040 1.441 0.082 0.28
H -0.835 2.668 0.667 0.25
H -0.765 -0.313 1.283 0.37
H 1.315 0.602 1.746 0.31
C 0.123 -0.938 -1.623 -0.57
C 1.070 -1.716 -1.104 -0.44
H 0.319 0.119 -1.714 0.26
H -0.906 -1.261 -1.733 0.27
H 1.977 -1.289 -0.698 0.24
H 0.929 -2.780 -1.223 0.24

Number 1: highest occupied orbital energy -8.5 eV. Number 2: highest occupied orbital energy -9.4 eV.